Entry 1:
{"formula": "C39H70BrN2O9", "method": "ωB97M-V with the def2-TZVPD basis set", "species": ["H", "Br", "C", "H", "H", "O", "H", "H", "H", "H", "C", "H", "C", "H", "H", "C", "H", "H", "H", "O", "H", "H", "C", "C", "H", "H", "C", "C", "H", "O", "C", "C", "C", "H", "C", "N", "H", "H", "C", "O", "H", "H", "C", "C", "C", "C", "H", "H", "H", "C", "N", "H", "C", "H", "H", "C", "C", "C", "H", "C", "C", "H", "H", "C", "H", "H", "C", "C", "H", "H", "H", "C", "H", "H", "H", "C", "C", "O", "H", "H", "H", "H", "H", "H", "H", "O", "H", "H", "O", "H", "H", "H", "H", "H", "H", "C", "C", "H", "C", "H", "C", "C", "H", "O", "C", "H", "H", "H", "H", "H", "H", "O", "H", "C", "H", "C", "H", "H", "H", "C", "H"], "xyz": [[-0.005, -3.549, 5.250], [-2.656, -0.132, 2.163], [-1.488, -3.375, -1.483], [-2.315, 12.047, -4.955], [0.879, -7.519, 2.659], [3.725, 10.378, 1.574], [3.898, 9.839, 4.601], [-0.561, 0.312, 0.353], [0.938, 10.823, -6.545], [-3.766, -14.571, 2.879], [-1.992, -13.543, 3.492], [-3.037, -13.786, 5.344], [-0.104, -3.763, -2.117], [-3.590, -3.239, -0.214], [-0.251, 2.341, -4.581], [-3.393, -1.860, 1.499], [-1.528, -14.743, 5.202], [2.804, 10.139, -0.773], [-2.612, -14.237, 1.573], [-1.941, 9.838, -6.065], [1.365, -2.727, 0.443], [2.035, -3.426, -5.192], [0.378, -3.351, -3.558], [-2.008, -13.788, 4.978], [-0.457, 6.691, -0.932], [-2.775, 6.892, -3.169], [-1.725, 6.885, -3.471], [-0.502, 0.295, -3.596], [0.637, -6.608, 4.162], [0.257, 9.090, -2.152], [1.756, -3.785, -4.150], [2.284, -5.129, -1.937], [0.612, -3.028, 4.514], [6.122, 9.672, 1.498], [0.102, 11.028, -0.780], [-0.264, 0.110, -0.634], [2.465, -1.544, -1.438], [1.417, -5.013, 0.868], [0.910, -4.695, -1.350], [1.751, -4.245, 2.815], [-3.837, -3.025, 3.384], [6.229, 9.789, 3.265], [0.957, -0.737, -0.470], [0.144, -7.231, 3.413], [-1.002, 5.763, -2.781], [-1.241, 11.865, -5.036], [-0.408, 4.916, -0.915], [-1.455, -12.992, 5.481], [1.023, 0.534, -4.735], [-1.597, -2.087, -0.543], [0.464, -0.224, -4.308], [3.216, -3.677, 5.465], [0.573, -1.891, 0.570], [1.068, -2.142, 4.961], [-1.488, -10.285, 3.817], [0.758, 9.763, -1.265], [5.680, 9.335, 2.438], [-0.962, 5.786, -1.276], [-0.421, -4.893, 0.533], [-3.108, -3.114, 2.508], [2.745, -4.664, -3.338], [-0.140, 10.937, 0.281], [0.515, -6.418, 0.030], [-1.635, -0.524, -2.799], [-4.541, -1.724, 1.599], [5.750, 8.247, 2.488], [-0.594, 1.925, -3.570], [2.054, 9.363, -0.615], [3.744, -4.913, -3.819], [1.899, 9.199, 0.452], [-2.273, -3.310, -2.332], [-1.463, -0.636, -1.224], [-3.845, -1.497, -0.662], [-2.604, 0.074, -3.019], [-2.258, -15.528, 2.738], [-2.706, -14.539, 2.618], [-0.417, -8.461, 4.078], [1.589, -1.147, -1.682], [-1.722, 2.162, -3.506], [-0.025, -2.713, 3.684], [-1.673, 6.739, -4.552], [-0.824, 11.192, -1.337], [2.998, -5.803, -1.352], [0.433, 9.127, -6.400], [-2.034, -3.125, 2.885], [-0.467, 4.868, -3.415], [-3.337, -4.060, 1.884], [0.812, -1.457, 1.621], [-0.785, -2.329, 0.619], [3.419, 8.297, 3.823], [-1.772, -1.492, -3.382], [-0.664, -6.655, 2.955], [-0.796, 12.664, -5.633], [2.143, -5.083, 5.754], [2.412, 8.433, -1.064], [0.418, 10.103, -5.909], [1.683, -3.951, 3.998], [0.766, 11.878, -0.945], [2.668, -4.497, 4.996], [-0.278, -2.722, -4.239], [-1.140, -9.452, 3.206], [4.236, 9.758, 2.489], [-1.253, 7.839, -3.224], [-1.424, -12.577, 3.016], [3.447, 9.384, 3.716], [-0.114, 1.044, -1.048], [-2.004, -8.975, 2.738], [-0.811, 11.857, -4.032], [-0.065, 2.386, -2.672], [-0.462, -9.839, 2.442], [2.424, 9.752, 3.616], [-0.290, -8.644, 5.274], [-1.831, -4.280, -0.849], [-3.152, -2.182, -0.036], [3.381, -5.146, 4.483], [0.580, -5.282, 0.127], [0.922, 10.016, -4.944], [-1.978, 5.744, -0.877], [-2.337, -0.014, -0.781], [-1.009, 10.536, -5.704], [1.731, -0.062, 0.073]], "atomic_forces_ev_per_a": [[0.1, 0.1, 0.1], [0.0, -0.7, -0.4], [0.0, -0.8, -1.1], [0.1, 0.0, 0.0], [-0.1, 0.1, -0.1], [0.3, -0.3, 0.6], [0.0, -0.2, 0.0], [0.2, -0.3, -0.7], [0.1, 0.0, 0.2], [0.1, -0.2, 0.1], [0.3, 0.5, -0.3], [0.0, -0.2, 0.0], [4.4, -1.5, -1.9], [0.9, 1.7, 0.4], [-0.2, -0.5, 1.8], [-2.0, -1.9, 0.3], [-0.2, -0.1, 0.0], [-0.1, 0.0, 0.3], [0.0, 0.0, 0.2], [0.6, 0.4, 0.3], [-1.6, 1.0, 0.0], [-0.5, -0.5, 1.6], [1.9, -2.0, 1.7], [0.2, 0.3, 0.1], [-0.2, 0.1, 0.0], [0.1, 0.2, 0.1], [0.1, -0.2, -0.4], [1.8, 1.5, -1.0], [-0.1, -0.1, -0.1], [0.2, 0.3, 0.4], [-1.1, -0.9, 3.4], [-1.6, 2.2, -2.3], [-0.2, 0.1, -0.4], [-0.1, 0.0, 0.1], [-0.3, 0.0, -0.3], [-0.3, -0.5, 0.3], [-1.2, 0.4, -0.3], [-1.4, -0.5, -1.3], [0.6, 0.6, -1.5], [0.0, 0.4, 0.7], [1.1, -0.2, -1.2], [0.0, -0.2, 0.1], [2.6, -0.2, 1.4], [0.2, 0.2, 0.3], [0.2, -0.2, -0.6], [-0.4, 0.0, 0.0], [0.0, 0.1, -0.1], [-0.1, -0.1, -0.1], [-0.4, -0.4, 0.3], [-1.9, -1.7, -0.5], [-2.5, 0.5, 1.6], [-0.1, -0.1, 0.2], [1.9, 0.4, 0.9], [-0.1, -0.1, 0.2], [0.1, 0.1, -0.2], [-0.1, -0.4, -0.4], [0.1, 0.2, -0.4], [0.2, -0.3, 0.1], [1.6, -0.5, -0.6], [0.0, 0.8, -0.7], [-4.1, 1.5, 1.2], [0.2, 0.1, 0.0], [0.1, 1.5, 0.2], [0.1, 0.7, -1.9], [2.0, 0.1, -0.3], [0.1, 0.1, 0.2], [-1.7, -1.4, -0.1], [-0.1, -0.4, -0.4], [-1.5, 0.2, 1.0], [0.1, 0.3, 0.0], [1.2, 0.0, 1.3], [-1.7, 0.7, 0.3], [1.4, -0.9, 0.9], [1.6, -1.0, 0.6], [-0.2, 0.0, 0.1], [0.1, 0.2, -0.4], [-0.1, -0.3, 0.7], [-0.7, 0.4, 1.3], [1.8, 0.0, 0.1], [0.1, 0.0, 0.1], [0.0, 0.0, 0.1], [0.1, 0.0, 0.1], [-1.4, 1.1, -0.7], [0.0, 0.1, 0.1], [-1.5, -0.1, -0.6], [-0.2, 0.3, 0.4], [0.4, 1.4, 1.2], [-0.6, -0.6, -1.6], [0.4, 1.2, -1.0], [0.1, 0.0, 0.2], [0.4, 1.0, 1.3], [0.1, -0.1, -0.2], [0.1, 0.0, 0.2], [0.1, 0.2, 0.1], [-0.1, 0.1, 0.0], [-0.1, -0.3, -0.2], [0.2, -0.2, -0.6], [0.0, 0.0, 0.2], [0.2, -0.2, -0.3], [1.0, -0.9, 1.1], [-0.1, -0.1, 0.4], [-0.2, 0.4, -0.5], [-0.2, 0.0, 0.1], [-0.3, -0.5, 0.2], [-0.4, 0.2, -0.1], [0.1, -0.6, -0.4], [0.1, 0.0, -0.2], [0.2, 0.1, -0.1], [-0.6, -0.4, -1.4], [-0.2, 0.1, -0.1], [0.1, 0.0, 0.0], [0.0, 0.2, -0.6], [0.6, 1.6, -0.9], [-0.3, 0.3, 0.1], [-0.1, 0.1, 0.1], [0.2, 0.2, -1.0], [0.1, 0.2, -0.1], [0.0, 0.2, 0.0], [1.5, -1.1, -0.7], [-0.7, -0.6, -0.3], [-1.4, -0.9, -0.6]], "e_tot_ha": -4888.21874, "charge": 1, "lumo_ev": -2.653}

Entry 2:
{"formula": "C39H70N9O", "method": "ωB97M-V with the def2-TZVPD basis set", "species": ["H", "H", "H", "H", "C", "N", "H", "H", "C", "H", "N", "H", "C", "H", "C", "H", "H", "H", "C", "H", "C", "H", "H", "H", "H", "H", "C", "H", "H", "C", "H", "C", "H", "C", "C", "H", "C", "C", "H", "H", "H", "C", "C", "H", "O", "H", "H", "H", "H", "N", "H", "H", "N", "H", "H", "H", "C", "H", "H", "H", "C", "H", "C", "H", "H", "C", "C", "C", "C", "C", "N", "H", "C", "H", "H", "C", "H", "N", "C", "H", "C", "C", "H", "C", "C", "H", "C", "H", "C", "C", "H", "N", "H", "H", "C", "H", "C", "H", "H", "N", "C", "C", "H", "C", "H", "H", "H", "H", "N", "H", "H", "H", "H", "H", "C", "H", "H", "H", "H"], "xyz": [[19.441, -13.598, 0.160], [22.903, -17.831, -1.826], [22.683, -16.809, -3.193], [27.464, -18.508, -3.324], [19.315, -13.416, -5.252], [18.913, -12.411, -4.915], [21.844, -11.375, -4.148], [22.388, -15.002, 5.399], [21.126, -13.238, 2.326], [21.272, -15.195, 0.431], [19.644, -15.114, -2.635], [23.145, -11.201, -2.996], [23.664, -19.079, -0.724], [21.704, -15.901, -5.790], [19.841, -14.708, -5.685], [19.218, -18.370, -2.930], [20.976, -15.839, -3.286], [21.183, -11.948, -1.837], [22.233, -14.896, 0.851], [23.074, -18.225, -0.393], [21.793, -16.322, 3.105], [20.977, -15.510, 6.238], [22.684, -13.830, -4.761], [22.294, -13.568, -3.082], [25.735, -18.212, -0.404], [22.120, -14.077, 1.562], [23.840, -18.477, -3.493], [21.527, -18.520, -4.626], [19.160, -13.453, 1.473], [21.406, -15.446, 5.238], [27.839, -17.923, -1.654], [25.961, -15.831, -0.484], [21.222, -13.645, -0.247], [20.060, -17.711, -3.141], [24.372, -13.777, -3.698], [20.765, -14.836, 4.601], [21.378, -18.467, -3.547], [20.423, -12.193, 3.276], [23.908, -19.094, -1.786], [21.902, -15.310, -2.008], [21.609, -11.686, 0.609], [25.054, -18.942, 0.034], [22.856, -15.485, -1.512], [25.646, -19.857, 0.035], [24.476, -14.428, 0.123], [22.590, -17.216, 4.822], [21.182, -19.452, -3.124], [20.917, -15.780, 2.748], [28.438, -17.163, -3.028], [23.845, -14.643, 2.625], [24.826, -13.263, -2.851], [19.541, -14.936, -6.708], [26.042, -15.966, 0.703], [21.802, -12.921, 1.532], [20.225, -17.085, -2.265], [24.475, -10.453, -2.322], [27.531, -17.645, -2.662], [25.413, -11.644, -2.773], [22.623, -15.263, -3.489], [27.380, -10.744, -1.293], [23.680, -11.062, -4.968], [21.680, -13.881, 3.011], [22.944, -13.230, -3.889], [19.294, -15.528, -5.220], [26.261, -9.604, -0.668], [21.590, -15.095, -3.793], [26.125, -16.984, -2.826], [21.662, -16.720, 4.540], [20.071, -14.030, 1.628], [22.683, -17.857, -2.893], [18.610, -13.323, 4.787], [21.022, -10.227, -0.182], [25.963, -15.655, -1.989], [26.772, -14.957, -2.205], [21.832, -14.115, -5.713], [25.244, -11.072, -1.860], [20.745, -17.283, 4.718], [26.380, -13.738, 0.163], [24.207, -17.171, 1.618], [25.503, -17.757, -2.375], [22.874, -11.667, -3.943], [19.405, -12.840, 4.131], [21.848, -17.092, 2.335], [22.968, -15.387, 2.860], [23.120, -14.487, -0.329], [23.579, -15.367, -2.319], [26.463, -10.213, -1.549], [19.545, -11.726, -1.752], [24.665, -11.952, -0.734], [20.205, -13.500, -0.611], [24.476, -11.223, 0.054], [24.342, -10.569, -5.751], [22.921, -16.494, -1.106], [25.029, -15.233, -2.360], [20.370, -12.053, -1.119], [23.165, -20.032, -0.545], [25.610, -12.931, -0.227], [19.848, -14.914, 2.225], [24.155, -19.263, 1.998], [23.892, -16.051, 1.763], [19.915, -14.399, -1.737], [21.329, -14.996, -5.312], [19.946, -11.304, 0.837], [20.750, -11.243, 0.103], [24.965, -13.621, -4.600], [23.809, -12.611, -0.879], [21.395, -14.191, -3.215], [21.085, -11.704, 3.991], [24.788, -18.941, -3.978], [19.682, -17.118, -3.974], [22.777, -13.534, -0.732], [25.917, -16.908, -3.893], [19.957, -11.347, 2.771], [25.713, -18.489, 1.941], [24.746, -18.536, 1.440], [24.190, -14.843, -3.565], [22.485, -15.838, 1.339], [20.241, -14.314, 0.589], [26.639, -9.569, -2.411]], "atomic_forces_ev_per_a": [[-0.9, 1.7, -3.3], [-1.6, -0.3, -1.6], [0.3, -0.8, -0.3], [0.2, -0.6, 0.4], [0.9, -2.1, -0.6], [-0.6, 1.8, 0.6], [-0.2, 0.1, 0.0], [-0.2, 0.8, -0.2], [-2.3, 1.9, 2.2], [0.6, -0.5, -0.3], [-2.7, 3.5, 4.5], [-0.2, -0.4, -0.1], [3.1, -1.1, 0.8], [-0.2, 0.0, -0.3], [-0.2, -1.9, 0.5], [0.3, -0.4, 0.2], [1.1, -0.2, -1.6], [0.4, -0.5, 0.0], [-2.2, -0.9, -4.1], [-0.1, -0.4, 0.2], [-0.6, 0.3, -1.3], [-0.3, -0.3, -0.1], [0.3, 2.4, 0.8], [2.6, 2.5, 0.1], [-0.5, 0.2, -0.1], [1.5, -3.1, -2.5], [1.0, -0.9, -2.1], [-0.1, -0.1, 0.1], [-0.6, 0.3, 1.4], [0.9, 1.3, 1.6], [-0.7, -0.2, 0.2], [0.5, -2.0, 3.4], [-0.6, -0.3, -0.5], [0.5, -0.7, -0.7], [-1.0, 1.2, -0.2], [0.1, 0.2, 0.5], [-0.7, 0.1, 2.0], [0.2, 0.2, 0.3], [0.0, -0.5, 1.3], [0.4, -0.5, 1.8], [0.0, 0.5, -0.6], [-1.7, -0.5, -0.8], [0.4, 0.9, 2.3], [-0.3, -0.4, 0.1], [-8.7, 0.4, -2.6], [-0.3, -0.3, 0.5], [0.7, -0.4, -0.4], [0.2, -0.3, 0.7], [-0.3, 0.9, -0.3], [0.1, 7.4, 8.7], [0.3, -1.0, -0.1], [0.7, 0.7, -0.4], [2.1, -2.3, -5.4], [-0.4, 2.0, 1.5], [-0.2, -0.4, -0.2], [-0.1, 0.7, 0.9], [0.0, -0.2, -0.9], [0.8, -0.4, 0.3], [-0.9, -0.3, -2.0], [-0.2, -0.4, -0.3], [-0.2, -0.3, 0.5], [0.0, 0.6, 0.1], [3.4, 2.6, 0.3], [-0.5, 0.4, 0.6], [-0.1, 0.3, 0.0], [-0.7, -1.8, -1.8], [2.3, 0.6, 2.7], [-0.6, -0.5, -0.4], [-2.3, -1.6, 3.2], [-1.1, 0.7, -2.4], [-0.9, -0.5, 0.8], [-0.3, 0.2, 0.3], [0.2, -1.1, 0.0], [0.0, 0.1, -0.1], [-0.1, -0.8, -0.8], [-0.3, -0.6, -1.2], [0.4, -0.9, -0.4], [3.5, 6.9, -1.0], [1.9, -2.8, 0.6], [0.1, 0.8, -0.2], [-0.9, -1.1, -0.3], [1.0, 0.8, -1.2], [0.1, -0.5, 0.7], [0.1, 1.2, 5.8], [2.3, -2.9, 1.4], [-0.4, -0.4, 1.4], [-0.3, 0.0, 0.4], [-0.5, 0.3, 0.7], [1.1, 1.0, 0.2], [-0.3, 3.0, -6.3], [-0.4, -0.2, 0.5], [0.8, 0.6, -1.1], [0.0, 0.9, 0.3], [1.4, -0.1, 1.4], [0.1, 0.1, -0.6], [-0.1, 0.0, 0.5], [3.4, -1.8, 1.3], [-0.9, 0.4, 0.1], [-0.2, -0.1, -0.1], [3.1, -10.2, -9.3], [-1.8, -1.8, -1.4], [-1.2, 0.6, 0.0], [-0.1, 0.6, -0.1], [-0.3, 0.5, -0.4], [0.1, 0.1, 0.0], [-0.1, 1.3, -0.8], [-2.0, -2.0, -1.7], [0.5, -0.2, -0.1], [-1.9, -0.2, 0.0], [0.2, 0.2, 0.3], [-0.5, 0.6, 0.0], [-0.2, 0.5, 0.3], [-0.2, -0.2, -0.2], [0.2, -0.1, 0.5], [1.3, 0.8, 1.9], [1.0, 0.6, -0.6], [-0.7, 1.2, -2.7], [0.6, -1.8, 5.0], [0.2, 0.1, 0.1]], "e_tot_ha": -2094.70481, "charge": -1, "lumo_ev": 2.228, "e_above_lowest_ev": 35.666}

| no. | frontier orbital gap (eV) |
| --- | --- |
| 1 | 7.71 |
| 2 | 4.62 |